Computed, not measured: a cluster of 2 separate species, C5H6O2 in total, with ωB97M-V/def2-TZVPD.

Cartesian coordinates (Å):
C: -0.124 1.683 0.759
C: 0.042 0.223 0.406
C: 1.528 -1.238 -0.893
C: 0.887 -0.075 -0.789
C: -3.047 -1.107 0.108
O: -2.948 -2.235 0.203
O: -0.451 -0.663 1.079
H: -0.525 1.769 1.770
H: -0.813 2.169 0.058
H: 0.835 2.208 0.687
H: 1.425 -1.998 -0.120
H: 2.192 -1.445 -1.727
H: 0.999 0.708 -1.539

Forces on atoms 1 to 3 (eV/Å):
0.0 0.0 0.1
0.0 -0.1 0.3
0.0 0.2 0.0

Output
E_HOMO	-9.88	eV
Kohn-Sham gap	10.320	eV
net charge	0
energy relative to the best compared isomer or geometry (same formula, charge and spin)	98.08	kJ/mol

=====

Computed, not measured: the molecule C5H6O2, with ωB97M-V/def2-TZVPD.

Cartesian coordinates (Å):
O: -1.071 -1.962 0.978
C: -0.621 -1.052 0.327
C: -1.453 -0.068 -0.504
O: -0.552 0.769 -1.204
C: 0.745 0.579 -0.700
C: 1.000 0.767 0.750
C: 0.805 -0.635 0.183
H: -2.109 0.524 0.147
H: -2.086 -0.619 -1.208
H: 1.510 0.881 -1.403
H: 0.228 1.191 1.387
H: 2.017 1.009 1.036
H: 1.589 -1.385 0.211

Forces on atoms 1 to 3 (eV/Å):
0.2 0.2 -0.3
-0.1 -0.1 0.1
-0.2 -0.1 0.1

Output
E_HOMO	-9.53	eV
Kohn-Sham gap	10.435	eV
net charge	0
energy relative to the best compared isomer or geometry (same formula, charge and spin)	136.55	kJ/mol

=====

Computed, not measured: a structure of composition C5H6O2, with ωB97M-V/def2-TZVPD.

Cartesian coordinates (Å):
O: 2.084 -1.358 1.984
C: 0.087 -0.187 0.167
C: -0.002 1.344 -0.181
O: 0.221 1.218 -1.575
C: -0.128 -0.142 -1.391
C: -1.421 -0.242 -0.712
C: -1.329 0.832 0.164
H: 2.670 -1.626 1.267
H: 1.274 -1.077 1.513
H: 0.490 2.152 0.348
H: 0.230 -0.865 -2.116
H: -2.095 -1.087 -0.656
H: -1.915 1.012 1.056

Forces on atoms 1 to 3 (eV/Å):
0.1 -0.1 -0.1
0.3 0.0 0.0
0.0 0.4 0.3

Output
E_HOMO	-9.04	eV
Kohn-Sham gap	9.825	eV
net charge	0
energy relative to the best compared isomer or geometry (same formula, charge and spin)	496.45	kJ/mol

=====

Computed, not measured: a structure of composition C5H6O2, with ωB97M-V/def2-TZVPD.

Cartesian coordinates (Å):
C: 0.920 -0.491 1.113
C: -1.402 -0.296 0.556
C: -1.152 0.937 -0.039
C: 0.854 0.476 -1.205
C: 1.543 -0.219 -0.210
H: 1.644 -1.370 1.520
H: 0.538 0.398 1.839
H: -2.189 -0.294 1.383
H: -1.675 1.731 -0.194
H: 1.090 0.468 -2.544
H: 2.276 -0.957 -0.907
O: -0.457 -1.271 0.914
O: -0.326 0.969 -1.212

Forces on atoms 1 to 3 (eV/Å):
0.1 -2.5 1.0
0.5 1.9 3.2
3.0 -7.6 -1.0

Output
E_HOMO	-8.50	eV
Kohn-Sham gap	9.196	eV
net charge	0
energy relative to the best compared isomer or geometry (same formula, charge and spin)	596.13	kJ/mol

=====

Computed, not measured: the molecule C5H6O2, with ωB97M-V/def2-TZVPD.

Cartesian coordinates (Å):
C: -1.485 -0.910 -0.223
C: -0.292 -0.009 0.042
O: 0.828 -0.505 -0.686
C: 2.037 -0.232 -0.179
O: 2.253 0.343 0.857
C: -0.752 1.442 -0.767
C: -0.262 1.777 0.342
H: -1.667 -0.972 -1.296
H: -2.369 -0.484 0.257
H: -1.301 -1.910 0.184
H: -0.040 -0.077 1.108
H: 2.810 -0.617 -0.857
H: 0.228 2.148 1.223

Forces on atoms 1 to 3 (eV/Å):
-0.1 0.0 0.0
-0.1 -0.4 0.1
0.1 0.0 0.0

Output
E_HOMO	-10.29	eV
Kohn-Sham gap	11.182	eV
net charge	0
energy relative to the best compared isomer or geometry (same formula, charge and spin)	412.64	kJ/mol

=====

Computed, not measured: the molecule C5H6O2, with ωB97M-V/def2-TZVPD.

Cartesian coordinates (Å):
C: -0.702 2.149 1.645
C: -0.427 1.305 0.830
C: -0.318 0.086 0.022
C: 0.218 -1.051 0.871
O: 0.034 -2.212 0.588
C: 0.550 -0.023 -1.271
O: 0.009 -1.044 -2.069
H: -0.977 2.887 2.369
H: -1.328 -0.165 -0.319
H: 0.889 -0.753 1.701
H: 1.596 -0.248 -1.005
H: 0.546 0.896 -1.859
H: -0.090 -1.827 -1.502

Forces on atoms 1 to 3 (eV/Å):
0.2 -0.3 -0.4
-0.1 0.3 0.3
-0.1 -0.1 0.0

Output
E_HOMO	-10.05	eV
Kohn-Sham gap	10.728	eV
net charge	0
energy relative to the best compared isomer or geometry (same formula, charge and spin)	253.57	kJ/mol

=====

Computed, not measured: the ion C5H6O2P with charge -1, with ωB97M-V/def2-TZVPD.

Cartesian coordinates (Å):
O: 2.789 -1.122 0.092
P: 1.919 -0.003 -0.268
O: 2.332 1.438 0.497
C: 0.232 -0.138 0.155
C: -0.450 -1.364 0.152
C: -1.818 -1.042 0.212
C: -1.965 0.345 0.114
C: -0.709 0.935 0.098
H: 2.218 0.256 -1.592
H: 1.689 2.038 0.015
H: -0.061 -2.277 0.117
H: -2.625 -1.897 0.227
H: -2.869 0.780 0.078
H: -0.682 2.052 0.103

Forces on atoms 1 to 3 (eV/Å):
0.8 -0.9 0.5
-0.5 0.6 2.1
-1.0 0.1 -2.1

Output
E_HOMO	-3.39	eV
Kohn-Sham gap	7.438	eV
net charge	-1
energy relative to the best compared isomer or geometry (same formula, charge and spin)	96.91	kJ/mol

=====

Computed, not measured: a structure of composition C5H6O2S, with ωB97M-V/def2-TZVPD.

Cartesian coordinates (Å):
C: -1.613 -1.138 -0.101
C: -0.969 0.323 -0.275
C: 0.728 0.550 1.261
C: 1.389 0.258 -0.245
C: 0.265 0.184 -1.105
H: -2.378 -1.368 1.001
H: -1.598 0.916 -1.101
H: 0.600 -0.476 1.982
H: 1.153 1.220 1.958
H: 2.112 1.126 -0.831
H: 2.172 -0.631 -0.102
O: -0.564 0.966 1.039
O: 0.180 0.591 -2.260
S: -1.477 -2.520 -1.220

Forces on atoms 1 to 3 (eV/Å):
-1.7 -2.8 0.7
-2.3 -1.3 0.1
0.4 -4.0 0.0

Output
E_HOMO	-9.13	eV
Kohn-Sham gap	8.014	eV
net charge	0
energy relative to the best compared isomer or geometry (same formula, charge and spin)	509.44	kJ/mol

=====

Computed, not measured: a structure of composition C5H6O2S2, with ωB97M-V/def2-TZVPD.

Cartesian coordinates (Å):
C: 1.173 -0.510 -0.558
C: -0.237 -0.951 -0.916
C: -1.312 0.078 -0.418
C: 1.190 -0.066 0.789
C: -1.004 0.423 1.102
O: 2.203 -0.823 -1.106
O: 0.653 2.377 -0.295
S: 0.013 -0.779 2.026
S: 0.567 1.594 0.948
H: -0.250 -0.944 -2.008
H: -0.330 -1.934 -0.581
H: -1.551 0.906 -1.080
H: -2.264 -0.432 -0.501
H: 3.179 0.383 1.143
H: -2.028 0.678 1.456

Forces on atoms 1 to 3 (eV/Å):
0.8 -3.2 -0.5
0.1 3.6 -2.7
0.5 -2.5 1.1

Output
E_HOMO (spin up / spin down)	-9.24 / -8.93	eV
Kohn-Sham gap (spin up / spin down)	8.199 / 8.156	eV
net charge	0
energy relative to the best compared isomer or geometry (same formula, charge and spin)	432.79	kJ/mol

=====

Computed, not measured: the molecule C5H6O3, with ωB97M-V/def2-TZVPD.

Cartesian coordinates (Å):
C: 1.453 -1.221 0.175
C: 0.257 -0.564 -0.470
C: -1.448 -0.678 0.213
O: -2.102 -1.610 0.565
C: -1.391 0.748 0.178
O: -2.338 1.657 0.380
C: -0.056 0.835 -0.178
O: 0.746 1.864 0.006
H: 2.369 -1.054 -0.404
H: 1.307 -2.303 0.233
H: 1.621 -0.851 1.191
H: 0.063 -0.892 -1.490
H: -2.130 2.448 -0.141
H: 1.648 1.623 -0.259

Forces on atoms 1 to 3 (eV/Å):
0.0 -0.1 0.1
-1.8 -0.9 0.5
1.9 -0.5 -0.8

Output
E_HOMO	-8.57	eV
Kohn-Sham gap	8.873	eV
net charge	0
energy relative to the best compared isomer or geometry (same formula, charge and spin)	182.21	kJ/mol

=====

Computed, not measured: the molecule C5H6O3, with ωB97M-V/def2-TZVPD.

Cartesian coordinates (Å):
C: -1.143 0.185 -1.426
C: -0.244 -0.034 -0.455
C: 1.222 0.467 -0.583
O: 1.526 1.485 0.384
C: -0.651 -1.134 0.504
O: -1.290 -2.097 0.264
C: -0.287 -0.695 1.897
O: -0.779 -1.293 2.851
H: -2.129 -0.266 -1.451
H: -0.900 0.895 -2.264
H: 1.938 -0.383 -0.239
H: 1.488 0.661 -1.678
H: 0.845 2.117 0.215
H: 0.406 0.092 1.982

Forces on atoms 1 to 3 (eV/Å):
0.8 1.4 -0.8
0.1 -1.2 -2.4
0.9 -2.2 1.0

Output
E_HOMO	-9.81	eV
Kohn-Sham gap	8.892	eV
net charge	0
energy relative to the best compared isomer or geometry (same formula, charge and spin)	226.26	kJ/mol

=====

Computed, not measured: a structure of composition C5H6O4Rb, with ωB97M-V/def2-TZVPD.

Cartesian coordinates (Å):
C: -1.304 -1.113 -2.421
H: -1.784 -0.319 -3.004
H: -1.728 -2.122 -2.494
C: -0.261 -0.814 -1.630
H: 0.190 -1.654 -1.082
H: -0.970 1.279 -0.827
C: 0.062 0.848 -0.875
C: 0.716 0.707 0.459
O: -0.217 0.142 1.426
C: 0.060 0.195 2.692
O: 0.680 1.049 3.295
O: -0.502 -0.860 3.304
O: 0.897 1.530 -1.711
H: 1.099 1.657 0.858
H: -0.484 -0.708 4.256
Rb: 3.547 0.183 -2.245

Forces on atoms 1 to 3 (eV/Å):
0.5 0.5 0.0
-0.2 -0.2 0.4
0.4 0.2 -0.4

Output
E_HOMO (spin up / spin down)	-1.21 / -1.19	eV
Kohn-Sham gap (spin up / spin down)	2.759 / 2.748	eV
net charge	-1

=====

Computed, not measured: a structure of composition C5H6O5Sm, with ωB97M-V/def2-TZVPD.

Cartesian coordinates (Å):
H: -4.066 0.630 0.752
O: -1.905 1.899 -1.009
C: -3.093 1.039 1.025
C: -2.470 1.930 0.035
H: -3.035 1.324 2.076
H: 1.874 -2.847 -0.966
C: 1.775 -1.745 -0.915
C: 0.975 -1.431 0.357
O: 0.523 -0.082 0.253
C: 1.174 1.125 0.567
O: 0.857 1.950 1.628
O: 1.536 1.644 -0.546
Sm: 0.293 0.701 -2.071
O: 1.165 -1.232 -2.054
H: 2.801 -1.340 -0.779
H: 1.554 -1.554 1.282
H: 0.043 -2.012 0.366

Forces on atoms 1 to 3 (eV/Å):
0.1 0.3 -0.4
0.6 1.1 0.5
1.6 3.7 -1.7

Output
spin multiplicity	6
E_HOMO (spin up / spin down)	-13.37 / -13.37	eV
Kohn-Sham gap (spin up / spin down)	7.068 / 8.348	eV
⟨S²⟩	8.78
net charge	+1
energy relative to the best compared isomer or geometry (same formula, charge and spin)	0.00	kJ/mol

=====

Computed, not measured: the ion C5H6O7S2 with charge -2, with ωB97M-V/def2-TZVPD.

Cartesian coordinates (Å):
C: 0.628 -0.592 0.308
C: 1.908 -1.377 2.269
C: 1.824 -0.764 0.977
C: 3.156 -0.497 0.372
C: -1.752 1.324 -0.237
O: -4.463 1.149 0.115
O: -1.012 0.443 -2.806
O: 2.967 -1.588 2.947
O: -3.734 2.852 -1.474
O: -3.271 0.498 -1.925
O: 0.457 0.071 -0.726
O: -1.773 -1.298 -1.147
S: -3.484 1.520 -0.849
S: -1.465 0.090 -1.473
H: -0.220 -1.047 0.870
H: 1.018 -1.869 2.832
H: 3.393 -1.122 -0.584
H: 3.176 0.672 0.143
H: 3.916 -0.732 1.122
H: -1.268 2.269 -0.733

Forces on atoms 1 to 3 (eV/Å):
-0.5 -0.6 2.5
0.4 -1.7 1.7
1.0 -1.3 0.8

Output
E_HOMO	-1.42	eV
Kohn-Sham gap	7.102	eV
net charge	-2
energy relative to the best compared isomer or geometry (same formula, charge and spin)	268.40	kJ/mol

=====

Computed, not measured: the molecule C5H6OS2, with ωB97M-V/def2-TZVPD.

Cartesian coordinates (Å):
C: 1.065 -1.280 0.497
C: -0.421 -1.020 0.066
C: 2.021 -0.123 0.906
C: -0.879 0.200 -0.100
C: -2.071 0.849 -0.600
O: 1.069 2.131 -0.492
S: 2.477 -0.927 -0.703
S: 0.558 1.252 0.521
H: 1.368 -2.315 0.920
H: -0.976 -1.985 -0.193
H: 2.838 0.035 1.603
H: -2.499 1.765 -0.028
H: -2.881 0.102 -0.768
H: -1.670 1.318 -1.629

Forces on atoms 1 to 3 (eV/Å):
1.9 -1.8 0.8
1.0 -3.0 -0.2
-3.9 -0.7 -3.7

Output
E_HOMO	-8.33	eV
Kohn-Sham gap	8.922	eV
net charge	0
energy relative to the best compared isomer or geometry (same formula, charge and spin)	379.05	kJ/mol

=====

Computed, not measured: a structure of composition C5H6OS2, with ωB97M-V/def2-TZVPD.

Cartesian coordinates (Å):
C: 1.698 0.184 -0.229
C: -0.805 1.413 -0.170
C: -1.101 -0.087 -0.195
C: -0.306 -0.891 0.836
C: 0.713 -0.968 -0.311
H: -1.219 1.881 -1.063
H: -1.253 1.887 0.734
H: -2.164 -0.275 -0.326
H: -0.762 -1.862 1.069
H: -0.015 -0.413 1.771
H: 1.244 -1.932 -0.545
O: -0.324 -0.681 -1.258
S: 3.312 -0.025 -0.169
S: 0.983 1.768 -0.143

Forces on atoms 1 to 3 (eV/Å):
0.2 -0.1 0.0
-0.5 0.0 0.6
0.2 0.5 -0.2

Output
E_HOMO	-8.71	eV
Kohn-Sham gap	8.525	eV
net charge	0
energy relative to the best compared isomer or geometry (same formula, charge and spin)	104.68	kJ/mol

=====

Computed, not measured: the molecule C5H6OS2, with ωB97M-V/def2-TZVPD.

Cartesian coordinates (Å):
C: 2.080 -0.793 -0.317
C: 0.665 -0.305 0.041
C: 0.269 1.001 0.016
C: -1.057 1.414 0.540
S: -2.452 0.586 -0.324
C: -2.179 -1.154 -0.047
O: -3.162 -1.896 -0.077
S: -0.474 -1.729 0.272
H: 2.176 -0.929 -1.537
H: 2.908 0.035 -0.168
H: 2.452 -1.690 0.174
H: 1.057 1.724 -0.388
H: -1.124 1.302 1.628
H: -1.156 2.436 0.187

Forces on atoms 1 to 3 (eV/Å):
1.4 2.1 -3.2
-0.1 0.5 -0.6
2.3 -2.1 -0.1

Output
E_HOMO	-9.08	eV
Kohn-Sham gap	9.570	eV
net charge	0
energy relative to the best compared isomer or geometry (same formula, charge and spin)	93.17	kJ/mol

=====

Computed, not measured: a structure of composition C5H6OS3, with ωB97M-V/def2-TZVPD.

Cartesian coordinates (Å):
C: -2.143 0.626 -2.495
C: -1.583 0.691 -1.335
C: -1.949 -0.440 -3.446
C: 1.367 0.727 -0.564
C: 0.238 0.015 0.182
O: -1.178 0.460 -0.143
S: -1.640 0.016 -4.965
S: -2.109 -2.702 -1.430
S: -2.066 -2.093 -3.273
H: -2.658 1.562 -2.997
H: 1.421 0.690 -1.607
H: 1.391 1.789 -0.313
H: 2.289 0.245 -0.372
H: 0.234 0.235 1.208
H: 0.212 -1.010 -0.132

Forces on atoms 1 to 3 (eV/Å):
-1.1 3.7 0.6
0.9 -2.1 2.7
-0.1 -1.9 -0.8

Output
E_HOMO	-6.76	eV
Kohn-Sham gap	4.773	eV
net charge	0
energy relative to the best compared isomer or geometry (same formula, charge and spin)	320.48	kJ/mol

=====

Computed, not measured: the molecule C5H6S, with ωB97M-V/def2-TZVPD.

Cartesian coordinates (Å):
C: -1.758 -1.111 -0.527
C: -0.719 -0.486 -0.066
C: 0.163 -1.022 1.065
C: 1.446 -0.268 0.813
C: 1.385 0.796 0.070
S: -0.208 1.082 -0.688
H: -1.968 -2.138 -0.154
H: -2.415 -0.642 -1.273
H: 0.300 -2.075 1.040
H: -0.321 -0.754 1.982
H: 2.370 -0.590 1.257
H: 2.259 1.428 0.031

Forces on atoms 1 to 3 (eV/Å):
-1.8 -1.4 -0.7
0.7 -0.1 0.9
0.4 1.6 -1.9

Output
E_HOMO	-8.02	eV
Kohn-Sham gap	9.009	eV
net charge	0
energy relative to the best compared isomer or geometry (same formula, charge and spin)	42.20	kJ/mol

=====

Computed, not measured: the molecule C5H6S, with ωB97M-V/def2-TZVPD.

Cartesian coordinates (Å):
S: 0.428 -0.605 -1.795
C: 0.288 -0.143 -0.377
C: -0.259 -1.040 0.577
C: -0.784 -0.344 1.588
C: -0.550 1.212 1.586
C: 0.366 1.307 0.250
H: -0.433 -1.975 0.383
H: -1.337 -0.893 2.300
H: 0.149 1.412 2.408
H: -1.296 1.803 1.932
H: 1.602 1.326 0.328
H: 0.113 2.058 -0.374

Forces on atoms 1 to 3 (eV/Å):
1.4 -1.4 -7.1
-1.4 3.3 4.8
0.1 5.9 2.7

Output
E_HOMO	-8.26	eV
Kohn-Sham gap	8.374	eV
net charge	0
energy relative to the best compared isomer or geometry (same formula, charge and spin)	198.69	kJ/mol